{
  "formula": "C65H171N13O19",
  "method": "ωB97M-V/def2-TZVPD",
  "lumo_ev": 0.454,
  "total_energy_ha": -4719.964362,
  "elements": ["C", "C", "C", "O", "H", "H", "H", "H", "H", "H", "H", "H", "C", "O", "C", "C", "N", "C", "C", "O", "C", "H", "H", "H", "H", "H", "H", "H", "H", "H", "H", "H", "H", "H", "H", "H", "C", "O", "C", "C", "N", "C", "C", "O", "C", "H", "H", "H", "H", "H", "H", "H", "H", "H", "H", "H", "H", "H", "H", "H", "C", "O", "C", "C", "N", "C", "C", "O", "C", "H", "H", "H", "H", "H", "H", "H", "H", "H", "H", "H", "H", "H", "H", "H", "C", "O", "C", "C", "N", "C", "C", "O", "C", "H", "H", "H", "H", "H", "H", "H", "H", "H", "H", "H", "H", "H", "H", "H", "C", "O", "C", "C", "N", "C", "C", "O", "C", "H", "H", "H", "H", "H", "H", "H", "H", "H", "H", "H", "H", "H", "H", "H", "C", "C", "C", "O", "C", "N", "H", "H", "H", "H", "H", "H", "H", "H", "H", "H", "H", "C", "C", "C", "O", "C", "N", "H", "H", "H", "H", "H", "H", "H", "H", "H", "H", "H", "C", "C", "C", "O", "C", "N", "H", "H", "H", "H", "H", "H", "H", "H", "H", "H", "H", "C", "C", "C", "O", "C", "N", "H", "H", "H", "H", "H", "H", "H", "H", "H", "H", "H", "C", "C", "C", "O", "C", "N", "H", "H", "H", "H", "H", "H", "H", "H", "H", "H", "H", "C", "C", "C", "O", "C", "N", "H", "H", "H", "H", "H", "H", "H", "H", "H", "H", "H", "C", "C", "C", "O", "C", "N", "H", "H", "H", "H", "H", "H", "H", "H", "H", "H", "H", "C", "C", "C", "O", "C", "N", "H", "H", "H", "H", "H", "H", "H", "H", "H", "H", "H"],
  "coordinates": [[-12.7935, 30.4600, 11.0843], [-12.1042, 31.0982, 12.2581], [-13.0042, 30.9631, 13.5058], [-10.8777, 30.4273, 12.4424], [-12.1928, 30.3764, 10.1786], [-13.7513, 30.9516, 10.9142], [-13.1492, 29.4813, 11.4063], [-12.0132, 32.1569, 12.0155], [-14.0184, 31.3474, 13.3976], [-12.4213, 31.4633, 14.2791], [-13.1756, 29.9447, 13.8545], [-10.3546, 30.6487, 11.6686], [-23.8994, 33.5650, 12.8480], [-22.5473, 33.9668, 12.9814], [-22.3266, 35.4014, 13.0835], [-20.8322, 35.7495, 13.0838], [-20.0662, 35.0713, 14.1414], [-18.5827, 35.3788, 14.0042], [-17.7466, 34.3160, 14.7501], [-17.8045, 33.0213, 14.0703], [-17.0187, 32.0363, 14.6785], [-23.9636, 32.4971, 13.0568], [-24.1856, 33.7613, 11.8148], [-24.6186, 34.0046, 13.5391], [-22.8894, 35.8610, 13.8959], [-22.8338, 35.8429, 12.2257], [-20.8275, 36.8195, 13.2920], [-20.4243, 35.5048, 12.1031], [-20.3430, 34.1014, 14.0891], [-18.4780, 36.3982, 14.3757], [-18.2990, 35.4132, 12.9523], [-18.1284, 34.2528, 15.7690], [-16.7276, 34.7029, 14.7437], [-17.3097, 31.9520, 15.7255], [-15.9332, 32.1336, 14.6564], [-17.2988, 31.0830, 14.2304], [-22.7319, 23.5764, 4.0400], [-21.5662, 24.2614, 4.3926], [-21.1031, 25.2354, 3.3909], [-19.9301, 26.1738, 3.8134], [-20.3162, 27.0344, 4.9691], [-19.2523, 27.8656, 5.5292], [-19.7557, 28.8015, 6.6758], [-18.6255, 29.3716, 7.3439], [-18.9905, 30.1288, 8.5539], [-23.0512, 22.9868, 4.8994], [-22.4242, 22.9799, 3.1812], [-23.6211, 24.1307, 3.7399], [-21.9038, 25.8889, 3.0448], [-20.8073, 24.7139, 2.4806], [-19.6349, 26.7746, 2.9531], [-19.0346, 25.5826, 4.0054], [-20.9856, 27.7343, 4.6827], [-18.7220, 28.5157, 4.8334], [-18.4938, 27.1868, 5.9190], [-20.3703, 28.2227, 7.3653], [-20.4394, 29.5792, 6.3358], [-19.1409, 29.6221, 9.5072], [-19.8588, 30.7686, 8.3960], [-18.2554, 30.9266, 8.6590], [-8.6303, 23.2991, 7.2210], [-9.6789, 24.1100, 7.7162], [-10.5889, 23.4877, 8.6293], [-11.6541, 24.5668, 9.0158], [-10.9953, 25.6262, 9.7699], [-11.8838, 26.6691, 10.3432], [-12.8183, 26.1426, 11.4307], [-14.0853, 25.7041, 11.0293], [-15.1201, 25.8199, 11.9803], [-7.8515, 23.2628, 7.9827], [-8.2789, 23.7358, 6.2861], [-8.9162, 22.2719, 6.9947], [-10.1210, 23.1389, 9.5499], [-11.0044, 22.6187, 8.1191], [-12.3774, 23.9914, 9.5937], [-12.1209, 24.9366, 8.1029], [-10.2281, 26.0835, 9.2983], [-12.4893, 27.1319, 9.5639], [-11.3499, 27.5503, 10.6989], [-12.9781, 26.9886, 12.0991], [-12.3541, 25.3627, 12.0342], [-15.1336, 25.0814, 12.7819], [-15.9906, 25.7198, 11.3320], [-15.1778, 26.7989, 12.4562], [-20.2588, 24.9833, 15.8619], [-18.8522, 24.6743, 15.9075], [-18.6967, 23.4274, 16.5564], [-18.9404, 22.1324, 15.7044], [-18.0609, 22.0947, 14.5134], [-16.6432, 22.1165, 14.8502], [-15.7824, 22.0671, 13.5324], [-14.4128, 22.2457, 13.6756], [-13.5833, 22.2143, 12.4903], [-20.6358, 25.0496, 16.8824], [-20.8570, 24.2904, 15.2702], [-20.4542, 25.9244, 15.3478], [-19.1838, 23.4130, 17.5314], [-17.6745, 23.5239, 16.9223], [-19.9856, 22.1090, 15.3961], [-18.9595, 21.2166, 16.2953], [-18.2700, 22.9071, 13.9509], [-16.4067, 21.2355, 15.4468], [-16.3175, 22.9995, 15.4001], [-16.2085, 22.7337, 12.7826], [-15.9066, 21.0829, 13.0808], [-13.6289, 21.2912, 11.9124], [-12.5339, 22.2465, 12.7835], [-13.9345, 23.0055, 11.8279], [-9.9375, 31.6958, 5.9784], [-10.6989, 31.8825, 7.1634], [-11.9484, 31.2118, 7.2688], [-13.0764, 31.8996, 6.3857], [-14.3363, 31.1332, 6.2941], [-15.0622, 30.8433, 7.5288], [-15.6046, 32.0472, 8.2869], [-15.8276, 31.6428, 9.5590], [-16.4847, 32.6663, 10.2936], [-10.4659, 32.1548, 5.1429], [-9.8662, 30.6499, 5.6798], [-8.8852, 31.9790, 5.9994], [-12.2698, 31.1847, 8.3100], [-11.7539, 30.1937, 6.9316], [-12.7590, 32.0325, 5.3515], [-13.1905, 32.9024, 6.7975], [-14.8252, 31.6839, 5.6029], [-14.5865, 30.0777, 8.1417], [-15.9373, 30.2499, 7.2641], [-16.5434, 32.3847, 7.8477], [-14.8600, 32.8414, 8.3407], [-17.4828, 32.7791, 9.8704], [-15.9519, 33.6046, 10.4480], [-16.7164, 32.2520, 11.2748], [-20.6771, 30.8892, 13.7449], [-20.3153, 31.1652, 12.2530], [-21.4844, 30.9253, 11.2903], [-21.5832, 29.4829, 11.2578], [-22.5911, 29.0937, 10.3687], [-19.9791, 32.5985, 12.2048], [-21.6348, 31.3499, 13.9870], [-19.9083, 31.2282, 14.4392], [-20.8115, 29.8081, 13.7830], [-19.4159, 30.6113, 11.9836], [-21.1251, 31.3456, 10.3510], [-22.4381, 31.3799, 11.5584], [-23.5391, 29.6239, 10.4597], [-22.6669, 28.0337, 10.6112], [-22.1687, 29.0222, 9.3664], [-19.2465, 32.7206, 12.8893], [-20.7247, 33.2545, 12.3888], [-17.2312, 30.6518, 19.5266], [-18.1584, 31.1635, 18.4241], [-18.5422, 30.1086, 17.3592], [-17.4093, 29.5359, 16.6943], [-17.6687, 28.5136, 15.7194], [-19.3013, 31.6475, 19.1658], [-16.4305, 30.1821, 18.9552], [-17.7436, 29.9400, 20.1738], [-16.8322, 31.4282, 20.1794], [-17.6230, 31.9736, 17.9290], [-19.1603, 30.5140, 16.5581], [-19.0580, 29.2849, 17.8528], [-18.5842, 28.8234, 15.2154], [-18.0223, 27.5980, 16.1935], [-16.9844, 28.3488, 14.8872], [-19.6246, 30.9048, 19.7692], [-20.0758, 31.7352, 18.5234], [-14.2491, 26.7862, 15.1128], [-14.4188, 26.8044, 16.5810], [-14.5531, 25.4551, 17.2336], [-14.8695, 25.5453, 18.6340], [-16.1664, 26.0020, 18.9598], [-13.2265, 27.4460, 17.0917], [-13.3685, 26.1752, 14.9145], [-13.9750, 27.7813, 14.7627], [-15.1040, 26.3905, 14.5643], [-15.3454, 27.3196, 16.8341], [-13.6102, 24.9131, 17.1596], [-15.2672, 24.7912, 16.7464], [-16.7816, 25.2297, 18.4981], [-16.4075, 26.9537, 18.4861], [-16.4754, 26.0096, 20.0051], [-13.0389, 27.1517, 18.0395], [-12.3900, 27.2250, 16.5706], [-21.2195, 25.5910, 8.8034], [-21.5692, 24.8272, 7.5567], [-22.2928, 23.4887, 7.8646], [-21.2924, 22.5779, 8.2756], [-21.8405, 21.3306, 8.5813], [-22.3520, 25.7804, 6.7056], [-20.5686, 26.4414, 8.6001], [-20.6629, 25.0254, 9.5507], [-22.0408, 26.0214, 9.3763], [-20.7234, 24.4856, 6.9599], [-22.7846, 23.1023, 6.9719], [-23.0598, 23.5620, 8.6357], [-21.0290, 20.7234, 8.9823], [-22.2652, 20.8833, 7.6826], [-22.5112, 21.3090, 9.4402], [-21.6465, 26.4178, 6.3649], [-22.5347, 25.3579, 5.8067], [-18.6600, 18.6553, 10.9334], [-18.4521, 19.8574, 11.8484], [-18.0814, 21.1278, 11.0999], [-16.7580, 21.0033, 10.5577], [-16.4263, 22.0772, 9.7075], [-19.6233, 20.1054, 12.7006], [-18.5964, 17.7542, 11.5434], [-17.8035, 18.6570, 10.2594], [-19.5038, 18.7143, 10.2460], [-17.6680, 19.6398, 12.5737], [-18.1205, 22.0384, 11.6976], [-18.8061, 21.1673, 10.2867], [-15.4370, 21.8825, 9.2934], [-16.2832, 23.0240, 10.2284], [-17.1226, 22.1076, 8.8695], [-19.3358, 20.7949, 13.3802], [-19.6591, 19.2606, 13.2530], [-17.3835, 25.8408, 8.5862], [-16.2873, 25.7544, 7.4931], [-15.6618, 27.0609, 7.0369], [-14.7219, 26.7711, 6.0001], [-13.8518, 27.8352, 5.6504], [-15.3456, 24.8977, 8.1543], [-18.2120, 26.4238, 8.1840], [-16.9629, 26.4454, 9.3898], [-17.6750, 24.9159, 9.0839], [-16.6103, 25.2184, 6.6006], [-15.2928, 27.6172, 7.8986], [-16.4672, 27.6971, 6.6697], [-13.2469, 27.6725, 4.7584], [-13.1688, 28.0838, 6.4626], [-14.5024, 28.6875, 5.4542], [-14.4944, 25.0484, 7.6320], [-15.1520, 25.3146, 9.0536], [-21.9067, 23.0309, 11.6474], [-21.8993, 22.8230, 13.1494], [-22.9618, 23.7351, 13.8295], [-22.5573, 25.1091, 13.7740], [-23.5480, 26.0273, 14.1987], [-22.0418, 21.4434, 13.4964], [-21.2309, 22.2694, 11.2581], [-21.4688, 24.0049, 11.4292], [-22.8757, 22.9840, 11.1505], [-20.8576, 23.0086, 13.4116], [-23.0188, 23.4115, 14.8688], [-23.9131, 23.5390, 13.3349], [-23.1279, 27.0327, 14.1719], [-23.7964, 25.9777, 15.2588], [-24.4313, 26.1008, 13.5643], [-21.3243, 20.8526, 13.1012], [-22.0038, 21.3310, 14.4994], [-18.5891, 25.4557, 12.7993], [-19.2855, 26.7980, 12.6658], [-18.5282, 27.8217, 11.7574], [-17.3174, 28.2321, 12.4293], [-16.6164, 29.3338, 11.7796], [-20.5519, 26.5841, 12.0135], [-18.3574, 24.9600, 11.8566], [-19.2036, 24.7506, 13.3591], [-17.6266, 25.5889, 13.2933], [-19.5370, 27.2891, 13.6058], [-19.2655, 28.6100, 11.6060], [-18.2817, 27.4280, 10.7713], [-15.8308, 29.7836, 12.3868], [-17.2651, 30.1350, 11.4257], [-16.0829, 28.9006, 10.9335], [-21.2248, 26.1534, 12.6314], [-20.9665, 27.4243, 11.6363]]
}



{
  "formula": "C65H50BiClF5N3O4P2S3Te",
  "method": "ωB97M-V/def2-TZVPD",
  "de_lowest_kj_mol": 0.0,
  "lumo_ev": -0.236,
  "total_energy_ha": -6291.805098,
  "elements": ["Bi", "O", "S", "C", "C", "C", "C", "C", "C", "C", "C", "C", "C", "P", "C", "C", "C", "C", "C", "C", "C", "C", "C", "C", "C", "C", "C", "C", "C", "C", "C", "C", "C", "C", "C", "C", "C", "C", "P", "C", "C", "C", "C", "C", "C", "C", "C", "C", "C", "C", "C", "C", "C", "H", "H", "H", "H", "H", "H", "H", "H", "H", "H", "H", "H", "H", "H", "H", "H", "H", "H", "H", "H", "H", "H", "H", "H", "H", "H", "H", "H", "H", "H", "H", "H", "H", "H", "H", "H", "F", "Te", "F", "F", "F", "F", "O", "S", "C", "N", "C", "C", "C", "C", "H", "H", "H", "H", "H", "Cl", "C", "C", "C", "C", "C", "C", "C", "O", "O", "H", "H", "H", "H", "C", "C", "C", "C", "N", "C", "S", "N", "H", "H", "H", "H", "H"],
  "coordinates": [[0.4044, 1.3016, 0.7358], [0.8068, -2.4997, 1.5957], [0.0819, -2.1633, 0.3225], [-1.4011, -3.2186, 0.3599], [-1.1442, -4.4690, 0.8631], [-2.0899, -5.5133, 0.8805], [-3.3158, -5.2548, 0.3474], [-4.5140, -6.1499, 0.1521], [-5.6431, -5.1960, -0.3183], [-4.9671, -3.8564, -0.4769], [-5.4700, -2.6436, -0.8413], [-4.6079, -1.5325, -0.7730], [-3.2790, -1.5980, -0.4159], [-2.4573, 0.0253, -0.0864], [-3.3746, 0.3554, 1.4614], [-4.5941, 1.0109, 1.5408], [-5.2948, 1.0821, 2.7379], [-4.7742, 0.4796, 3.8709], [-3.5506, -0.1726, 3.8197], [-2.8535, -0.2172, 2.6240], [-3.1904, 1.1665, -1.2943], [-3.6162, 0.7520, -2.5546], [-4.0646, 1.6789, -3.4828], [-4.0707, 3.0307, -3.1671], [-3.6132, 3.4531, -1.9271], [-3.1747, 2.5286, -0.9917], [-2.7140, -2.8654, -0.0824], [-3.6142, -3.9497, -0.0941], [0.8969, -3.1465, -0.9539], [1.6162, -4.2275, -0.5123], [1.9534, -5.3069, -1.3653], [1.4592, -5.2882, -2.6371], [1.5426, -6.2958, -3.7595], [0.7366, -5.6575, -4.9276], [0.4074, -4.2631, -4.4474], [-0.1588, -3.1886, -5.0665], [-0.1789, -1.9546, -4.3685], [0.2355, -1.8089, -3.0633], [0.6658, -0.1448, -2.4127], [0.4971, 0.9190, -3.8928], [-0.5753, 1.7982, -3.9465], [-0.7744, 2.6072, -5.0587], [0.1065, 2.5430, -6.1245], [1.1881, 1.6680, -6.0776], [1.3813, 0.8618, -4.9712], [2.5103, -0.2362, -2.3478], [3.1527, 0.9934, -2.1848], [4.5325, 1.0745, -2.1373], [5.3013, -0.0771, -2.2432], [4.6746, -1.3004, -2.4063], [3.2880, -1.3807, -2.4614], [0.5989, -2.9812, -2.3372], [0.7934, -4.1354, -3.0990], [-0.1593, -4.6598, 1.2633], [-1.8224, -6.4807, 1.2837], [-4.7730, -6.6840, 1.0661], [-4.2936, -6.9053, -0.6048], [-6.4405, -5.1281, 0.4239], [-6.1047, -5.5269, -1.2491], [-6.5059, -2.5060, -1.1216], [-5.0384, -0.5590, -0.9778], [-5.0145, 1.4666, 0.6532], [-6.2400, 1.6044, 2.7803], [-5.3041, 0.5408, 4.8109], [-3.1191, -0.6181, 4.7060], [-1.1964, -0.7971, 3.4330], [-3.6033, -0.2993, -2.8155], [-4.3969, 1.3463, -4.4571], [-4.4204, 3.7555, -3.8907], [-3.5861, 4.5061, -1.6834], [-2.7794, 2.8714, -0.0423], [1.8773, -4.2600, 0.5370], [2.5274, -6.1400, -0.9815], [1.1400, -7.2638, -3.4601], [2.5841, -6.4601, -4.0418], [-0.1786, -6.2172, -5.1283], [1.3075, -5.6388, -5.8560], [-0.4963, -3.2223, -6.0936], [-0.4690, -1.0725, -4.9253], [-1.2541, 1.8753, -3.1083], [-1.6107, 3.2925, -5.0757], [-0.0387, 3.1774, -6.9885], [1.8845, 1.6197, -6.9043], [2.2285, 0.1868, -4.9431], [2.5715, 1.9062, -2.1101], [5.0032, 2.0396, -2.0063], [6.3807, -0.0191, -2.1943], [5.2611, -2.2052, -2.4928], [2.8388, -2.3523, -2.6120], [0.0272, 3.5646, 4.0910], [-0.5071, 1.7291, 4.1769], [-0.2424, -0.3381, 4.6708], [-2.2000, 2.4220, 4.6992], [-1.0827, 2.3986, 1.7577], [-0.0907, 1.8800, 5.9813], [-1.6172, -0.7924, 2.5466], [3.3126, 0.0642, 0.9856], [3.4880, -0.3561, 2.6317], [2.5569, -1.1087, 3.2579], [2.5536, -1.3833, 4.5765], [3.5741, -0.9509, 5.3697], [4.6108, -0.2210, 4.7630], [4.5727, 0.0713, 3.4285], [1.8011, -1.4925, 2.6731], [1.6981, -1.9357, 4.9312], [3.5645, -1.1639, 6.4261], [5.4379, 0.1350, 5.3634], [5.3381, 0.6663, 2.9529], [7.3142, 5.2910, 4.3561], [5.8218, 4.4843, 3.9627], [5.4228, 4.4217, 2.6366], [4.2345, 3.7818, 2.3268], [3.4752, 3.2046, 3.3392], [3.8904, 3.2733, 4.6642], [5.0698, 3.9243, 4.9837], [2.2203, 2.4999, 2.9950], [1.7622, 1.6674, 3.8297], [1.6946, 2.7640, 1.8812], [6.0350, 4.8669, 1.8658], [3.8900, 3.7130, 1.3040], [3.2779, 2.8207, 5.4307], [5.4068, 4.0007, 6.0071], [-1.5583, 6.1346, 2.4604], [-0.3744, 5.8306, 1.6001], [0.8619, 6.4388, 1.7712], [1.8805, 6.0421, 0.9290], [1.7432, 5.0606, 0.0438], [0.5334, 4.5167, -0.0015], [0.3305, 3.0951, -1.0655], [-0.5440, 4.8961, 0.6650], [-1.4441, 7.0756, 2.9948], [-1.6675, 5.3277, 3.1868], [-2.4601, 6.1583, 1.8520], [1.0171, 7.2007, 2.5209], [2.8566, 6.5118, 0.9807]]
}



no.,E_HOMO (eV)
1,-8.425
2,-7.632